Here is a cluster of 2 separate species, C4H6N2O2 in total from the OMol25 dataset. Energies are from the ωB97M-V functional and the def2-TZVPD basis.

Each atom is followed by the atoms it is bonded to, with distances in Å.
Element x y z (Å)
1 C 0.204 0.503 -0.240  C2 1.368, C4 1.408, O6 1.438
2 C 1.226 -0.397 -0.114  C1 1.368, O8 1.277, N9 1.382
3 H -0.625 2.476 -0.568  no bonds
4 C -0.968 -0.252 -0.043  C1 1.408, N11 1.370, C12 1.312
5 H -2.309 1.290 -0.031  N11 1.114
6 O 0.416 1.887 0.091  C1 1.438
7 H -3.017 -0.280 0.568  N11 1.060
8 O 0.735 -1.575 -0.066  C2 1.277, C12 1.512
9 N 2.571 -0.085 -0.048  C2 1.382, H13 1.023, H14 1.089
10 H -1.127 -2.560 -0.193  C12 1.086
11 N -2.269 0.177 -0.028  C4 1.370, H5 1.114, H7 1.060
12 C -0.775 -1.550 -0.007  C4 1.312, O8 1.512, H10 1.086
13 H 2.867 0.890 -0.136  N9 1.023
14 H 3.071 -0.524 0.814  N9 1.089

Calculated values
Gap between HOMO and LUMO ... 7.3 eV
ΔE to the lowest compared entry with this formula, charge and spin ... 116.3 kcal/mol
E_tot ... -415.85525 Ha